No. 1
Formula: C10H19N2O9S2
Source: the Open Molecules 2025 dataset
Level of theory: wB97M-V/def2-TZVPD

* gap between HOMO and LUMO: 0.391 hartree
* lowest unoccupied orbital energy: -0.1068 hartree
* HOMO level: -13.6 eV
* net charge: +1

```
42
C10H19N2O9S2 (wB97M-V/def2-TZVPD)
N -0.933 -1.335 3.284
C -0.997 -0.183 3.303
O -0.905 1.114 3.271
C -1.597 1.721 2.146
C -2.847 0.966 1.681
C -2.642 -0.076 0.562
C -1.489 0.150 -0.424
N -0.607 1.352 -0.240
C -0.553 2.062 1.076
H -1.961 2.671 2.530
H -3.510 1.743 1.287
H -3.382 0.542 2.529
H -2.489 -1.042 1.040
H -3.572 -0.142 0.000
H -0.862 -0.739 -0.444
H -1.905 0.209 -1.429
H 0.344 1.077 -0.483
H -0.839 2.037 -0.956
H -0.602 3.131 0.872
H 0.437 1.917 1.507
C -0.862 -5.955 -1.266
C -0.634 -4.838 -0.269
O -0.342 -3.691 -1.087
S -1.167 -3.791 -2.465
O -2.344 -3.003 -2.336
O -0.259 -3.611 -3.537
O -1.568 -5.332 -2.350
H 0.080 -6.350 -1.650
H -1.455 -6.767 -0.855
H 0.193 -5.037 0.406
H -1.536 -4.628 0.310
C 4.720 3.676 -0.881
C 4.357 2.511 0.016
O 3.003 2.797 0.431
S 2.241 3.564 -0.746
O 1.471 2.605 -1.483
O 1.638 4.727 -0.211
O 3.509 3.952 -1.616
H 4.982 4.564 -0.306
H 5.525 3.437 -1.570
H 5.004 2.427 0.884
H 4.356 1.567 -0.532
```

---

No. 2
Formula: C10H19N3Si
Source: the Open Molecules 2025 dataset
Level of theory: wB97M-V/def2-TZVPD

* energy above the lowest of the compared OMol25 structures with the same formula, charge and spin: 0.000 eV
* gap between HOMO and LUMO: 0.335 hartree
* lowest unoccupied orbital energy: 0.0300 hartree
* HOMO level: -8.3 eV
* structure (SMILES): CN[Si](NC)(c1ccccc1)N(C)C

```
33
C10H19N3Si (wB97M-V/def2-TZVPD)
C -2.010 3.560 -1.702
C -0.857 3.130 -2.294
C -2.491 2.897 -0.603
C -0.128 2.088 -1.726
C -1.828 1.795 -0.075
C -0.591 1.373 -0.601
C -0.436 -1.645 2.573
C 2.746 0.437 1.568
C -1.115 -2.388 -0.792
C 1.108 -2.097 -1.419
N -0.611 -0.344 1.803
N 1.824 0.457 0.408
N 0.050 -1.590 -0.584
Si 0.160 -0.081 0.271
H -2.647 4.327 -2.206
H -0.583 3.662 -3.231
H -3.316 3.289 -0.005
H 0.805 1.653 -2.184
H -2.317 1.172 0.683
H 0.290 -1.478 3.329
H -1.339 -1.664 3.090
H -0.337 -2.587 2.046
H 3.292 1.409 1.553
H 2.253 0.176 2.551
H 3.458 -0.308 1.294
H -1.888 -1.850 -0.277
H -1.439 -2.405 -1.825
H -1.179 -3.362 -0.247
H 2.007 -1.669 -1.001
H 1.241 -3.332 -1.432
H 0.970 -1.840 -2.471
H -0.566 0.468 2.443
H 2.288 0.888 -0.456
```

---

No. 3
Formula: C10H19NO2PtSTe
Source: the Open Molecules 2025 dataset
Level of theory: wB97M-V/def2-TZVPD

* energy above the lowest of the compared OMol25 structures with the same formula, charge and spin: 2.137 eV
* gap between HOMO and LUMO (alpha / beta): 0.256 / 0.254 hartree
* lowest unoccupied orbital energy (alpha / beta): -0.3272 / -0.3225 hartree
* HOMO level (alpha / beta): -15.9 / -15.7 eV
* net charge: +2

```
35
C10H19NO2PtSTe (wB97M-V/def2-TZVPD)
Pt -0.608 0.135 -0.189
O 1.125 -2.053 0.378
C 2.070 -2.089 -0.672
C 1.995 -0.897 -1.600
C 3.043 -0.754 -2.502
C 3.030 0.266 -3.433
C 1.951 1.138 -3.460
C 0.948 0.967 -2.537
N 0.971 -0.019 -1.615
H 1.386 -2.695 1.049
H 1.919 -2.986 -1.282
H 3.083 -2.135 -0.268
H 3.867 -1.455 -2.460
H 3.847 0.378 -4.133
H 1.898 1.938 -4.184
H 0.096 1.633 -2.516
C -3.548 -1.190 -2.027
Te -2.439 -1.715 -0.282
C -3.950 -1.020 1.052
H -3.893 -0.164 -1.927
H -4.396 -1.870 -2.096
H -2.914 -1.306 -2.901
H -4.771 -1.733 0.997
H -4.283 -0.030 0.753
H -3.557 -1.000 2.065
C 1.262 2.685 2.839
S 0.472 1.076 2.718
C -0.437 1.150 4.269
O -0.614 1.289 1.645
H 0.494 3.455 2.882
H 1.905 2.839 1.975
H 1.868 2.689 3.745
H 0.282 1.037 5.081
H -1.149 0.329 4.303
H -0.955 2.105 4.330
```

---

No. 4
Formula: C10H19NO4S
Source: the Open Molecules 2025 dataset
Level of theory: wB97M-V/def2-TZVPD

* energy above the lowest of the compared OMol25 structures with the same formula, charge and spin: 1.497 eV
* gap between HOMO and LUMO: 0.385 hartree
* lowest unoccupied orbital energy: 0.0242 hartree
* HOMO level: -9.8 eV
* structure (SMILES): C=CC[C@@H]1NS(=O)(=O)O[C@H](CCCC)[C@@H]1O

```
35
C10H19NO4S (wB97M-V/def2-TZVPD)
C 3.882 2.484 0.647
C 3.218 2.100 -0.428
C 1.923 2.717 -0.861
H 1.897 2.819 -1.947
H 1.814 3.704 -0.409
C 0.712 1.872 -0.427
N 0.680 1.781 1.025
S -0.272 0.546 1.601
O 0.539 -0.629 1.777
O -1.021 0.992 2.715
O -1.269 0.368 0.397
C -0.724 -0.138 -0.832
C -0.712 -1.667 -0.864
C -2.096 -2.287 -1.063
C -3.078 -2.034 0.082
C -2.607 -2.613 1.412
H -2.349 -3.665 1.303
H -3.397 -2.529 2.155
H -1.741 -2.074 1.788
H -4.034 -2.490 -0.188
H -3.238 -0.962 0.197
H -2.527 -1.903 -1.992
H -1.964 -3.365 -1.182
H -0.274 -2.032 0.063
H -0.062 -1.970 -1.688
H -1.411 0.248 -1.596
C 0.684 0.464 -1.071
O 1.721 -0.359 -0.620
H 1.535 -0.629 0.300
H 0.843 0.560 -2.152
H 1.616 1.710 1.406
H -0.206 2.392 -0.728
H 3.570 1.272 -1.025
H 4.800 2.009 0.948
H 3.548 3.307 1.259
```

---

No. 5
Formula: C10H19NS
Source: the Open Molecules 2025 dataset
Level of theory: wB97M-V/def2-TZVPD

* energy above the lowest of the compared OMol25 structures with the same formula, charge and spin: 0.000 eV
* gap between HOMO and LUMO: 0.337 hartree
* lowest unoccupied orbital energy: 0.0282 hartree
* HOMO level: -8.4 eV
* structure (SMILES): CCC1=NC(CC)(CC)S[C@@H]1C

```
31
C10H19NS (wB97M-V/def2-TZVPD)
N 0.360 0.545 0.421
S -1.061 -0.267 -1.679
C 1.162 0.689 -0.622
C 3.415 0.478 0.426
C 1.371 -1.014 -2.500
C -2.609 -1.938 0.851
C -2.167 1.245 2.019
C 2.532 1.343 -0.451
C 0.667 0.223 -1.936
C -1.151 -1.390 0.825
C -1.968 1.113 0.527
C -0.985 -0.005 0.137
H 3.574 -0.495 -0.042
H 2.985 0.305 1.427
H 4.433 0.924 0.520
H 1.035 -1.208 -3.506
H 2.467 -0.869 -2.550
H 1.177 -1.870 -1.834
H -3.289 -1.285 1.407
H -2.975 -2.010 -0.187
H -2.579 -2.937 1.298
H -2.687 2.203 2.231
H -1.213 1.257 2.545
H -2.790 0.465 2.488
H 2.963 1.484 -1.439
H 2.358 2.364 -0.045
H 0.744 1.075 -2.638
H -0.727 -1.300 1.848
H -0.522 -2.128 0.299
H -2.945 0.959 0.029
H -1.574 2.041 0.130
```

---

No. 6
Formula: C10H19NSi2
Source: the Open Molecules 2025 dataset
Level of theory: wB97M-V/def2-TZVPD

* gap between HOMO and LUMO (alpha / beta): 0.213 / 0.241 hartree
* 2S+1: 3
* lowest unoccupied orbital energy (alpha / beta): 0.0259 / -0.0930 hartree
* HOMO level (alpha / beta): -5.1 / -9.1 eV

```
32
C10H19NSi2 (wB97M-V/def2-TZVPD)
C 0.716 -2.924 -0.122
C 2.814 -1.885 0.675
C 1.206 3.198 -1.099
C -2.237 2.475 0.204
C 0.522 -2.091 -1.190
C 2.511 -0.570 0.824
C 1.534 2.242 -0.182
C -1.743 1.612 -0.658
C -2.941 -1.060 -0.508
C -1.075 -0.255 1.761
N 0.039 -0.817 -1.141
Si 2.108 0.510 -0.556
Si -1.228 -0.170 -0.101
H 1.256 -3.798 -0.252
H 0.368 -2.564 0.878
H 2.938 -2.364 1.633
H 3.319 -2.454 -0.132
H 0.597 4.039 -0.737
H 1.485 3.163 -2.153
H -2.397 3.502 0.002
H -2.714 2.292 1.157
H 0.910 -2.252 -2.206
H 2.349 -0.193 1.810
H 1.144 2.425 0.850
H -1.145 1.785 -1.557
H -3.261 -1.913 -0.014
H -3.686 -0.376 -0.268
H -3.031 -1.202 -1.533
H -0.374 -1.010 1.999
H -0.743 0.647 2.303
H -2.029 -0.548 2.146
H 2.788 0.556 -1.835
```

---

Record order is preserved below.
Calculated total energy: -53746.935; -23026.560; -37620.836; -31192.741; -23003.633; -27916.559 eV